Entry 1:
C22H37BrIrO4Si as an isolated structure in a non-equilibrium geometry. Source: OMol25; level of theory: ωB97M-V/def2-TZVPD.

LUMO level (spin up / spin down) ... 2.6 / 1.5 eV
Total charge ... -1
HOMO energy (spin up / spin down) ... -1.33 / -3.98 eV
Multiplicity ... 5
<S²> ... 6.026
Frontier orbital gap (spin up / spin down) ... 3.9 / 5.5 eV

Geometry (Å):
H 2.678 -0.909 3.009
C 2.569 0.721 4.480
Ir -0.808 -0.590 0.494
H 0.892 4.426 4.004
C -1.150 3.706 4.133
O 1.482 1.421 3.735
O -0.286 0.361 2.043
H -3.054 2.921 4.797
H -2.735 0.170 6.552
C 3.464 1.829 5.034
O -0.857 0.338 4.668
C -1.309 -1.999 4.266
C 1.359 1.025 -1.968
H -2.022 1.294 -1.449
H -1.284 -2.977 -0.716
H 0.025 1.683 -0.262
C -2.106 3.257 5.234
H 1.423 -0.958 5.178
H 2.837 -0.572 6.128
H -1.090 5.183 2.537
H -1.684 2.436 5.823
H 3.961 -0.254 -0.292
H -2.935 -2.042 1.269
H 2.927 2.444 5.767
H 3.847 0.444 2.715
H -3.368 0.607 0.817
H -3.509 0.696 4.320
C -2.588 -1.495 0.397
H 0.731 1.351 -2.821
O -0.900 2.611 3.197
H -0.048 5.076 5.371
H -0.660 -0.882 -2.349
C -1.779 4.833 3.316
C -2.089 0.298 -1.042
C 2.680 0.551 -1.993
H -3.892 -1.019 4.049
H -2.717 4.503 2.853
H -0.957 -1.953 3.217
H -2.090 -2.777 4.341
C -1.883 -0.653 4.726
C -1.379 -0.866 -1.535
C 2.008 -0.138 5.584
H 4.293 1.341 5.542
H -1.991 5.661 4.002
C -1.706 -1.985 -0.672
C -2.304 -0.773 6.187
Br 1.148 -2.052 1.112
C 3.106 0.342 -0.614
H 3.282 0.235 -2.904
H -2.891 -0.144 2.858
H -0.463 -2.293 4.921
H -1.476 -1.085 6.837
C -3.113 -0.250 3.926
H 0.574 3.412 5.440
C 3.339 -0.158 3.493
C 0.150 4.176 4.775
C -2.817 -0.061 0.149
H 4.100 -0.689 4.076
Si -0.125 1.140 3.400
H -2.308 4.107 5.896
C 0.896 1.027 -0.590
H 1.428 0.458 6.285
C 2.050 0.810 0.214
H 3.877 2.463 4.237
H 2.094 1.046 1.264
H -3.085 -1.532 6.279

Entry 2:
C22H37Cl5O4PdSe2Si as an isolated structure. Source: OMol25; level of theory: ωB97M-V/def2-TZVPD.

LUMO level (spin up / spin down) ... 0.1 / -1.0 eV
Total charge ... 0
HOMO energy (spin up / spin down) ... -7.89 / -8.57 eV
Multiplicity ... 3
<S²> ... 2.007
Energy above the lowest of the compared OMol25 structures with the same formula, charge and spin ... 0.000 eV
Frontier orbital gap (spin up / spin down) ... 8.0 / 7.5 eV

Geometry (Å):
H 3.974 3.265 1.131
H 1.334 -3.901 0.661
Cl -3.703 -2.539 -0.474
H 2.056 0.087 -3.122
H -4.845 2.248 2.645
C -1.619 -2.183 2.883
C -4.840 1.072 0.842
Cl -3.471 -5.546 3.990
H -1.367 -1.045 -4.156
H 4.248 -1.743 1.645
H 3.550 -3.359 1.831
H -5.822 1.454 0.558
H 3.173 1.726 1.464
H 4.495 1.209 -1.992
Si 1.199 0.416 -0.216
C -3.585 2.650 -1.247
H 3.208 3.313 -2.532
H 5.348 2.006 -0.664
H 1.421 -1.559 -3.334
H 1.063 -0.316 -4.532
O 0.155 -0.316 -1.292
H -0.928 -2.099 -2.802
H -2.787 3.120 -0.677
C -2.009 -3.297 3.626
H -4.987 0.078 1.270
C -3.498 -3.907 1.837
C -2.966 -4.164 3.099
C 3.313 -2.300 1.711
H 3.457 -3.569 -0.751
Pd -1.474 -0.149 0.655
H -3.903 2.958 1.339
Cl -1.328 -3.630 5.173
C -2.134 -1.890 1.631
H -1.296 1.588 -2.325
C 3.195 3.562 -1.471
H 0.371 1.992 -2.738
H 2.770 -1.965 2.595
H 2.204 3.155 1.079
H -0.746 1.453 -4.005
H 4.064 4.183 -1.252
C 3.209 2.292 -0.632
C -4.169 2.018 1.820
H -4.529 3.166 -1.088
H -2.118 -0.818 -2.570
Cl -0.391 -1.144 3.556
C -0.454 1.318 -2.961
H 2.293 4.138 -1.260
C 4.444 1.454 -0.930
C 2.472 -2.075 0.465
C -1.405 2.812 2.459
H 0.596 -2.502 1.453
H 0.529 -2.655 -0.305
O 2.233 -0.665 0.400
Se -3.821 0.778 -0.789
H -3.337 2.687 -2.305
C -0.061 -0.128 -2.708
H -1.847 3.633 3.020
H 4.423 0.530 -0.357
O 2.048 1.549 -1.027
Cl -4.670 -4.984 1.175
C -3.063 -2.786 1.133
C 3.132 2.628 0.852
C 1.151 -2.827 0.573
C -1.190 -1.077 -3.079
C 3.237 -2.500 -0.780
C 1.204 -0.499 -3.466
H -0.448 2.525 2.885
O 0.212 1.012 0.911
H -1.248 3.059 1.414
Se -2.552 1.262 2.590
H 2.653 -2.298 -1.677
H 4.180 -1.957 -0.853

Entry 3:
C22H37MnNOSi3Te as an isolated structure in a non-equilibrium geometry. Source: OMol25; level of theory: ωB97M-V/def2-TZVPD.

LUMO level (spin up / spin down) ... 4.6 / 4.6 eV
Total charge ... -2
HOMO energy (spin up / spin down) ... -1.03 / -1.09 eV
Multiplicity ... 2
<S²> ... 1.007
Energy above the lowest of the compared OMol25 structures with the same formula, charge and spin ... 2.987 eV
Frontier orbital gap (spin up / spin down) ... 5.6 / 5.6 eV

Geometry (Å):
C 0.784 2.078 -1.292
H -3.579 -0.234 1.816
H -3.488 1.143 -0.439
Si 0.940 0.275 -1.901
C 0.148 -2.349 2.996
H 0.393 -0.571 -4.243
C -0.494 4.172 1.633
H 3.390 -2.161 2.331
C -1.545 5.073 1.673
H -1.133 -3.648 0.498
H 2.339 -4.387 -0.800
C 2.817 -0.055 -2.113
H -2.174 7.124 1.464
H -1.911 1.817 -0.069
C 1.988 -1.296 3.833
H -0.019 -4.928 0.055
C -1.340 6.425 1.437
H 0.623 -2.708 -3.803
H 1.624 2.692 -1.607
H 2.725 -3.329 -2.143
C 0.115 -0.999 -0.779
H -0.127 2.559 -1.631
C -2.969 -1.674 -1.560
H -1.031 -3.047 -3.354
H 2.663 -0.795 4.519
C 0.002 -3.273 -3.115
H -2.337 1.436 -1.731
H -2.872 -2.739 -1.371
C -0.624 -4.112 -0.338
C 2.195 0.683 1.357
O -1.925 -1.189 1.068
H -3.859 -1.876 1.171
H 0.097 7.948 0.958
H 1.238 -3.423 1.390
H -0.819 0.557 -3.688
C 2.247 -3.365 -1.168
C 0.996 6.002 1.134
H 0.037 -1.162 4.882
H -2.776 -1.511 -2.616
C -2.431 1.106 -0.701
H 3.264 -0.111 -1.127
N 3.175 1.284 1.191
H 0.776 2.075 -0.206
Te -0.585 1.453 2.650
C -0.067 6.892 1.160
H 1.610 3.962 1.362
Si -1.705 -0.658 -0.497
H -4.004 -1.396 -1.371
C 1.234 -2.687 2.179
H -0.840 -2.795 2.955
Mn 0.882 -0.525 2.027
C -3.151 -1.237 1.713
C 0.612 -1.501 4.023
H 3.317 0.745 -2.651
H 1.996 6.369 0.922
H -1.384 -4.554 -0.978
H -2.546 4.713 1.884
H 3.022 -0.985 -2.631
H 0.715 1.150 -4.294
H 2.808 -2.716 -0.505
H -3.010 -1.648 2.717
H 0.166 -4.329 -3.318
C 0.780 4.655 1.379
C 2.365 -2.001 2.662
C 0.248 0.362 -3.709
Si 0.411 -2.780 -1.288